Entry from the OMol25 dataset: a cluster of 2 separate species, C19H25NO6S2 in total (ωB97M-V/def2-TZVPD).

## Properties
- HOMO: -9.212 eV
- LUMO: -1.551 eV
- Calculated total energy: -2041.33391 Ha
- Structure (SMILES): CCC1=CC(=O)C=C(SCC(=O)OC[C@@H](C)OC(=O)CS)C1=O.CCCC#N

Each line ends with the natural charge from an NBO analysis.
Geometry (Å):
S (-3.2280, 1.2027, -4.4647)  -0.026
S (-0.2964, 4.2826, 1.6376)  0.282
O (2.4383, 3.3119, 0.8391)  -0.535
O (-0.5977, 0.1597, -4.9610)  -0.543
O (2.5320, 3.6448, -1.4223)  -0.557
O (0.0986, 0.1967, 4.8832)  -0.516
O (0.7724, 1.0381, -3.3647)  -0.515
O (-1.7985, 1.6512, 0.1859)  -0.537
N (-0.4415, -4.1388, 0.2002)  -0.376
C (-0.7747, -1.3311, 0.1993)  -0.450
C (-0.3709, -5.1575, 3.5592)  -0.383
C (0.8720, 2.3161, -2.6898)  0.063
C (0.4497, 4.5610, -0.0340)  -0.661
C (1.8473, 3.7994, -0.1595)  0.785
C (-0.0583, -0.5798, 2.5558)  -0.246
C (0.1765, -1.2120, -1.0921)  -0.625
C (0.1918, 2.1003, 3.3036)  -0.213
C (-0.5279, 0.7851, -3.8681)  0.782
C (-1.9037, 1.1632, -3.1594)  -0.652
C (-0.9635, 1.3522, 1.0895)  0.504
C (2.2963, 2.2753, -1.8931)  -0.090
C (-0.3492, 2.4890, 2.0362)  -0.221
C (0.0932, 0.5446, 3.6619)  0.495
C (-0.5846, -0.1795, 1.2822)  -0.026
C (-1.2348, -5.5298, 2.3516)  -0.503
C (0.9842, 3.5786, -3.6986)  -0.658
C (-0.7913, -4.7522, 1.1465)  0.331
C (1.1080, -5.4662, 3.3488)  -0.615
H (1.5270, -4.8877, 2.5214)  0.214
H (-1.8736, -1.3324, -0.1548)  0.225
H (-0.4827, -4.0910, 3.7801)  0.208
H (-0.3190, 4.2881, -0.8281)  0.256
H (-1.1550, -6.5988, 2.1366)  0.248
H (0.3730, 3.4509, -4.6504)  0.235
H (1.6798, -5.2119, 4.2442)  0.222
H (0.6668, 2.8625, 4.0217)  0.267
H (-4.2841, 2.0022, -4.0166)  0.140
H (1.2605, -6.5290, 3.1380)  0.206
H (-2.1986, 0.4222, -2.3240)  0.270
H (-0.7276, -5.7063, 4.4353)  0.216
H (2.2041, 1.5753, -0.9878)  0.201
H (0.2082, -1.6667, 2.7898)  0.243
H (-0.5684, -2.3505, 0.6882)  0.255
H (0.0829, 2.4649, -1.8810)  0.186
H (0.7011, -2.2333, -1.2187)  0.241
H (2.0984, 3.6922, -3.9836)  0.227
H (0.7357, 4.5489, -3.1244)  0.222
H (-1.8547, 2.1892, -2.6311)  0.246
H (0.9506, -0.3791, -1.0461)  0.209
H (0.6661, 5.6885, -0.1632)  0.283
H (3.1366, 1.9423, -2.5993)  0.221
H (-0.5034, -1.1156, -2.0211)  0.211
H (-2.2842, -5.3028, 2.5557)  0.254